The molecule C17H19NO5. Source: OMol25; level of theory: ωB97M-V with the def2-TZVPD basis set.

Values from the calculation:
Molecular weight: 317.34 g/mol
Calculated total energy: -1090.257897 Ha
2S+1: 1
Charge: 0
HOMO energy: -8.67 eV
Frontier orbital gap: 9.339 eV

XYZ file:
```
42
Properties=species:S:1:pos:R:3:forces:R:3
O 2.44702 1.96590 -2.27802 0.05 0.06 -0.01
C 1.86634 0.99323 -2.67177 0.04 0.45 0.26
O 2.19571 0.34033 -3.78621 -0.02 -0.49 -0.50
H 2.96862 0.75378 -4.20373 -0.14 0.13 0.26
C 0.65579 0.37898 -1.98232 0.13 -0.09 0.00
N 0.54167 0.94622 -0.65770 0.22 -0.19 -0.60
C 1.50424 0.80407 0.32573 -0.29 0.35 0.20
O 2.46026 0.08067 0.25587 0.28 -0.23 -0.04
C 1.12200 1.75606 1.44230 0.19 0.08 0.32
C 1.51840 1.27965 2.83713 0.01 -0.21 -0.19
C 0.56129 0.22238 3.37364 -0.02 0.30 0.19
C -0.86653 0.75371 3.34178 0.01 -0.27 -0.21
C -1.28435 0.99454 1.89728 -0.05 0.17 0.21
H -2.31235 1.35545 1.84311 0.00 -0.04 -0.10
H -1.23914 0.04219 1.36300 -0.05 -0.04 -0.02
C -0.36735 2.01421 1.19538 -0.14 -0.01 0.00
C -0.52083 1.74530 -0.28608 -0.03 0.26 0.27
O -1.41771 2.06374 -1.02126 -0.21 0.09 -0.13
H -0.67098 3.02832 1.45838 0.02 -0.03 -0.12
H -1.54786 0.03094 3.79296 -0.05 0.05 0.07
H -0.92829 1.68287 3.91223 -0.04 0.05 0.10
H 0.84595 -0.03948 4.39392 0.04 -0.09 -0.02
H 0.62562 -0.67879 2.76131 0.01 -0.12 -0.01
H 2.53245 0.87942 2.78370 0.04 0.10 0.03
H 1.52407 2.13484 3.51656 0.04 0.02 0.00
H 1.68134 2.67471 1.22107 -0.05 -0.07 -0.08
C 0.71713 -1.15901 -1.93930 -0.08 0.07 0.00
C -0.37051 -1.68551 -1.04453 0.11 -0.06 -0.10
C -1.70530 -1.58319 -1.41370 0.11 -0.07 0.13
C -2.70946 -2.00874 -0.56484 -0.11 -0.04 0.13
C -2.39229 -2.54741 0.67676 0.25 0.12 -0.24
C -1.05719 -2.66104 1.05193 -0.35 -0.09 0.11
C -0.06199 -2.22953 0.19650 -0.10 -0.01 -0.12
H 0.97206 -2.31048 0.49812 0.13 0.00 0.03
H -0.82357 -3.08383 2.01621 0.05 -0.06 0.13
O -3.34626 -2.96792 1.55028 -0.16 -0.08 0.15
H -4.22166 -2.83763 1.16625 0.13 0.00 0.03
H -3.74550 -1.91964 -0.86355 -0.10 0.01 -0.03
H -1.96788 -1.16488 -2.37404 -0.04 0.07 -0.12
H 1.69089 -1.46275 -1.55457 -0.05 -0.02 -0.10
H 0.60670 -1.53371 -2.95763 0.06 0.00 0.03
H -0.24207 0.70658 -2.52472 0.18 -0.05 0.08
```
Forces are in eV/Å.

---

A structure of composition C39H45N5OsP2 in a non-equilibrium geometry. Source: OMol25; level of theory: ωB97M-V with the def2-TZVPD basis set.

Values from the calculation:
Molecular weight: 836.00 g/mol
Calculated total energy: -2559.420392 Ha
2S+1: 5
<S²>: 6.068
Charge: +2
HOMO energy (spin up / spin down): -11.94 / -11.94 eV
Frontier orbital gap (spin up / spin down): 6.322 / 2.940 eV

XYZ file:
```
92
Properties=species:S:1:pos:R:3:forces:R:3
Os 0.54336 -0.70512 1.86864 -2.79 3.36 0.29
C -1.21184 2.02634 2.80636 0.61 -1.92 -0.43
C -1.63360 0.97176 2.05269 -0.91 1.32 -0.06
C -1.58884 0.83932 0.52715 0.00 -0.21 0.13
C -0.26547 1.22993 -0.17113 0.42 0.36 -1.12
C 1.01667 0.67572 0.42690 0.76 0.22 0.31
C 1.50410 1.23735 1.69783 0.65 -0.39 -1.52
C 1.20145 2.69798 2.12177 0.02 -0.16 0.54
C -0.31365 3.10620 2.34322 0.42 1.50 -0.34
C 2.04514 -1.82028 2.27308 2.01 -0.68 0.12
H -1.37182 1.96735 3.88496 -0.37 0.16 -0.27
H -2.42639 0.36976 2.49852 0.44 -0.25 0.03
H -2.40512 1.45601 0.07526 0.39 -0.51 0.40
H -1.85223 -0.22814 0.27912 0.28 1.06 0.23
H -0.28300 0.84071 -1.24036 -0.09 0.74 1.48
H -0.16117 2.34105 -0.25804 -0.16 -0.86 -0.03
H 1.81902 0.42873 -0.31283 -0.70 0.30 0.91
H 2.58490 1.00509 1.85388 -0.72 0.33 -0.08
H 1.69131 3.39910 1.37078 -0.64 -0.98 0.71
H 1.75276 2.85133 3.08435 -0.59 0.23 -1.08
H -0.30993 3.89810 3.13964 -0.03 -0.51 -0.91
H -0.75163 3.57018 1.40625 0.61 -0.45 1.00
H 1.92918 -2.06946 3.32674 0.42 -0.29 0.17
H 2.93963 -1.22462 2.11035 0.58 -0.35 0.21
H 2.08607 -2.72387 1.66864 -0.01 -0.34 -0.09
P 1.92960 -0.90570 -2.09483 1.74 0.90 -2.96
P -1.96137 -0.15236 -2.31381 -2.26 1.03 -3.09
N 3.30138 0.17604 -2.56767 -0.32 -0.19 1.11
N 2.50261 -2.14554 -3.24934 0.16 -1.93 0.23
N -1.84929 1.42925 -3.11270 0.17 -0.05 0.19
N -3.33220 -0.65675 -3.37606 0.10 -1.08 0.04
C 0.68892 -0.22025 -3.30305 -0.17 0.19 0.25
C -0.66002 -0.98634 -3.32871 0.26 -0.44 -0.04
C 4.49556 0.25279 -1.82964 -0.10 0.78 -0.96
C 5.42646 0.98653 -2.55840 -0.75 -0.65 0.13
C 4.81251 1.31951 -3.80280 -0.77 -0.39 0.29
C 3.51303 0.83593 -3.77779 0.61 -0.07 0.11
C 2.83494 -3.43856 -2.84019 -0.75 2.56 -0.72
C 3.25049 -4.15791 -3.96062 0.30 0.39 -2.51
C 3.17802 -3.28797 -5.09212 0.54 -2.07 1.09
C 2.73689 -2.05921 -4.62829 -0.45 0.32 1.61
C -1.80009 2.71731 -2.55705 0.40 0.36 -1.11
C -1.59295 3.62413 -3.59220 -0.27 -0.61 0.68
C -1.53794 2.89254 -4.81224 -0.17 -1.07 0.26
C -1.70670 1.55536 -4.49443 0.56 1.09 0.02
C -4.31191 -0.00060 -4.13961 -0.44 -0.75 0.12
C -5.22007 -0.93520 -4.64310 1.32 0.11 0.89
C -4.75654 -2.22022 -4.19884 0.84 0.61 0.52
C -3.59781 -2.03428 -3.44853 -1.18 0.73 -0.61
H 1.05608 -0.20747 -4.34591 0.04 0.13 0.79
H 0.56799 0.83600 -2.99254 -0.10 -0.35 -0.41
H -1.02587 -1.08568 -4.37274 0.24 0.00 0.75
H -0.59200 -2.01529 -2.91435 0.19 0.40 -0.29
H 4.55460 -0.17448 -0.84637 0.03 -0.08 0.15
H 6.43439 1.24986 -2.25068 -0.32 -0.16 -0.03
H 5.25803 1.84145 -4.63776 -0.05 0.06 0.17
H 2.72659 0.91478 -4.51644 0.23 0.20 0.17
H 2.71402 -3.70605 -1.80565 0.09 -0.19 0.10
H 3.55860 -5.18951 -3.96530 0.02 -0.04 -0.01
H 3.40851 -3.51543 -6.13061 0.01 -0.03 0.40
H 2.56224 -1.13819 -5.16211 0.07 -0.21 -0.02
H -1.86140 2.90627 -1.49156 -0.17 -0.18 -0.34
H -1.50767 4.69947 -3.50840 -0.06 -0.18 0.16
H -1.41233 3.27506 -5.82075 -0.02 -0.02 0.33
H -1.65828 0.69582 -5.14670 -0.28 0.14 0.13
H -4.28026 1.06211 -4.31148 0.02 0.02 0.24
H -6.10888 -0.74042 -5.24637 0.52 0.03 0.25
H -5.22396 -3.16616 -4.39001 -0.03 -0.19 -0.11
H -2.92305 -2.74476 -2.98839 -0.26 0.00 0.04
C 0.67134 2.37493 6.83898 -0.09 0.29 -0.35
C 1.37161 2.37325 5.62365 0.21 -0.65 -0.10
C 1.30395 1.27207 4.77216 0.32 0.52 -0.29
C 0.35881 0.25910 4.99231 -0.54 -1.49 -0.26
C -0.23187 0.22489 6.29742 -0.51 -0.17 -0.12
C -0.14757 1.30025 7.16814 0.01 -0.52 0.24
N 0.01325 -0.66441 3.97261 -0.03 1.11 2.17
C -1.10903 -1.49370 4.20037 -0.90 -0.28 0.66
C -1.03556 -2.86563 3.91771 0.28 -0.10 0.00
C -2.02361 -3.76561 4.33168 0.09 0.23 -0.56
C -3.20248 -3.28045 4.88613 0.17 -0.32 0.59
C -3.33340 -1.91608 5.12895 -0.05 0.38 -0.38
C -2.32148 -1.02620 4.76947 0.12 -0.14 0.02
H 0.79781 3.19322 7.53900 -0.10 0.03 -0.16
H 1.98379 3.22987 5.35142 0.12 -0.27 0.18
H 1.95473 1.17518 3.90210 -0.39 0.16 0.48
H -0.76008 -0.67142 6.60465 -0.10 0.22 -0.06
H -0.69543 1.28662 8.12530 0.49 -0.12 -0.58
H -0.14198 -3.21076 3.41282 0.14 -0.33 0.20
H -1.88272 -4.84320 4.20849 -0.01 0.46 -0.12
H -3.98427 -3.98201 5.19778 0.30 0.37 -0.16
H -4.24818 -1.53825 5.58787 0.27 -0.03 -0.20
H -2.46741 0.04191 4.90338 0.05 -0.14 0.14
```
Forces are in eV/Å.

---

A cluster of 2 separate species, C2H6N3O2 in total in a non-equilibrium geometry. Source: OMol25; level of theory: ωB97M-V with the def2-TZVPD basis set.

Values from the calculation:
Molecular weight: 104.09 g/mol
Calculated total energy: -394.307877 Ha
2S+1: 1
Charge: -1
HOMO energy (spin up / spin down): -2.40 / -2.38 eV
Frontier orbital gap (spin up / spin down): 6.377 / 6.363 eV

XYZ file:
```
13
Properties=species:S:1:pos:R:3:forces:R:3
C 2.94457 -0.51156 -0.15357 -0.46 0.64 1.49
C -2.67180 0.89320 0.13962 2.34 -1.82 -2.57
N -1.98884 -1.37777 0.01661 -1.77 0.80 -0.10
N 1.66090 -1.05699 0.49442 2.94 -0.40 -0.37
N 0.59203 -0.45383 0.39774 -2.14 -1.48 1.80
O 0.39887 0.68796 -0.04732 0.84 2.23 -1.46
O -3.03447 -0.56931 0.13940 1.82 -0.14 -0.05
H 2.95751 0.44960 -0.61090 -0.53 1.44 0.21
H 3.07133 -1.08386 -1.00754 0.55 -1.85 -1.55
H 3.87065 -0.56653 0.46941 -0.95 -0.30 -0.07
H -3.19504 1.26570 0.93877 -0.64 1.14 2.19
H -3.07248 1.30264 -0.76230 -0.73 0.18 -0.73
H -1.53322 1.02076 -0.01434 -1.27 -0.42 1.20
```
Forces are in eV/Å.

---

A cluster of 2 separate species, C4H8O2 in total. Source: OMol25; level of theory: ωB97M-V with the def2-TZVPD basis set.

Values from the calculation:
Molecular weight: 88.11 g/mol
Calculated total energy: -307.633201 Ha
2S+1: 1
Charge: 0
HOMO energy: -9.82 eV
Frontier orbital gap: 10.633 eV

XYZ file:
```
14
Properties=species:S:1:pos:R:3:forces:R:3
C -0.99328 1.78979 0.67393 -0.05 0.16 0.05
C 0.36680 0.35095 -0.70604 0.32 0.01 0.21
C -0.82513 0.32207 0.21545 0.01 -0.04 0.06
O 1.50587 0.17960 -0.33527 -0.51 0.17 -0.21
C 1.39418 -2.37338 -0.19716 0.07 -0.22 -0.22
O 1.91160 -2.74184 -1.21860 -0.20 0.04 0.49
H -2.03698 2.11324 0.67162 0.15 -0.10 0.07
H -0.57657 1.92140 1.67642 -0.09 0.01 -0.19
H -0.43644 2.46277 0.00916 -0.20 -0.03 0.12
H 0.15341 0.64839 -1.75477 0.06 -0.04 0.09
H -0.63022 -0.33443 1.07040 0.04 0.14 -0.17
H 0.29429 -2.22917 -0.11376 0.16 -0.16 -0.07
H -1.71847 -0.04821 -0.29956 0.19 0.14 -0.04
H 1.95513 -2.14726 0.72967 0.06 -0.11 -0.19
```
Forces are in eV/Å.